C5H5FN2O3 in the gas phase at a distorted geometry. Source: the OMol25 dataset; level of theory: ωB97M-V with the def2-TZVPD basis set.

Summary:
* Kohn-Sham gap (spin up / spin down): 8.65 / 6.56 eV
* E: -628.5186 Ha
* HOMO energy (spin up / spin down): -9.736 / -8.355 eV
* LUMO (spin up / spin down): -1.085 / -1.790 eV
* energy above the lowest of the compared OMol25 structures with the same formula, charge and spin: 0.470 eV
* spin multiplicity: 1

Atoms and positions in Å:
H: 0.911713 -0.261246 -1.329621
O: 0.356278 2.106577 -1.550616
N: -0.750058 -1.191436 0.220393
H: -1.867155 1.071598 -1.738767
C: 0.612365 -1.195624 0.401854
N: -1.341664 0.766002 -0.947356
H: -1.306211 -1.685087 0.923120
C: -1.640253 -0.561523 -0.682465
H: 1.241470 1.962679 0.852037
O: 2.665579 -0.413001 -0.315405
C: 1.503588 -0.605579 -0.486899
O: -2.437895 -1.250039 -1.207509
F: -0.523026 1.311119 1.684958
C: -0.189937 1.544199 -0.609161
C: 0.273229 1.603642 0.699814
H: 0.811632 -1.637191 1.324594

Cartesian forces, eV/Å:
H 0.559 0.167 -1.238
O 0.175 0.363 0.668
N -0.115 -0.530 1.426
H 0.023 0.553 -0.600
C -2.449 0.201 0.546
N -1.005 -0.878 0.669
H 0.588 -0.069 -0.480
C 3.361 0.917 0.325
H 1.265 0.531 0.802
O 2.843 0.215 0.204
C -2.192 0.001 -0.713
O -2.404 -0.226 -0.964
F -0.362 -0.207 0.972
C -0.934 -0.158 -2.472
C -0.455 -0.213 -0.411
H 1.101 -0.667 1.265